The following is a DFT calculation (ωB97M-V with the def2-TZVPD basis set) of a cluster of 2 separate species, C5H10 in total.

Results
**Frontier orbital gap**: 10.6 eV
**DFT total energy**: -5344.894 eV
**ΔE to the lowest compared entry with this formula, charge and spin**: 2.372 eV
**SMILES string**: C=CC.C=C

Element x y z (Å)
C  -3.370  -2.150  1.802
C  -2.641  -1.234  2.418
H  -4.255  -2.619  2.211
H  -2.909  -2.658  0.960
H  -3.011  -0.509  3.137
H  -1.564  -1.162  2.311
C  0.936  0.523  -1.633
C  2.351  0.850  -1.299
C  2.839  2.085  -1.251
H  0.564  -0.188  -0.887
H  0.263  1.374  -1.612
H  0.893  0.025  -2.601
H  3.076  0.045  -1.322
H  3.910  2.191  -1.391
H  2.206  2.954  -1.373

The following is a DFT calculation (ωB97M-V with the def2-TZVPD basis set) of a cluster of 2 separate species, C5H10 in total.

Results
**Frontier orbital gap**: 11.0 eV
**DFT total energy**: -5345.512 eV
**ΔE to the lowest compared entry with this formula, charge and spin**: 1.754 eV
**SMILES string**: C=CC.C=C

Element x y z (Å)
C  -1.169  -0.888  0.944
C  -1.703  0.317  0.764
C  1.316  1.553  -1.141
C  1.829  0.962  -0.069
C  -0.532  -1.716  -0.133
H  -1.187  -1.327  1.943
H  -1.094  -2.645  -0.294
H  -1.713  0.792  -0.216
H  -2.155  0.872  1.581
H  1.935  1.876  -1.975
H  0.248  1.742  -1.227
H  1.195  0.646  0.756
H  2.896  0.774  0.025
H  0.490  -2.002  0.144
H  -0.483  -1.170  -1.079

The following is a DFT calculation (ωB97M-V with the def2-TZVPD basis set) of an isolated molecule of C5H10.

Results
**Frontier orbital gap**: 10.8 eV
**DFT total energy**: -5345.089 eV
**ΔE to the lowest compared entry with this formula, charge and spin**: 2.177 eV
**SMILES string**: C=CCCC

Element x y z (Å)
C  -1.672  -0.980  0.084
C  -1.311  0.516  -0.128
C  0.141  0.971  0.266
C  1.096  0.104  -0.395
C  2.136  -0.499  0.129
H  -2.983  -0.857  0.214
H  -1.232  -1.686  -0.746
H  -1.210  -1.326  1.120
H  -1.337  0.734  -1.213
H  -2.115  1.147  0.318
H  0.171  2.033  -0.115
H  0.322  0.857  1.382
H  0.904  0.063  -1.482
H  2.823  -1.230  -0.446
H  2.313  -0.406  1.234

The following is a DFT calculation (ωB97M-V with the def2-TZVPD basis set) of an isolated molecule of C5H10.

Results
**Frontier orbital gap**: 10.1 eV
**DFT total energy**: -5344.854 eV
**ΔE to the lowest compared entry with this formula, charge and spin**: 2.412 eV
**SMILES string**: C/C=C/CC

Element x y z (Å)
C  -0.989  -1.747  -1.033
C  -1.151  -0.818  0.145
C  0.241  -0.238  0.442
C  0.279  1.113  0.680
C  1.596  1.849  0.433
H  -1.358  -1.364  -1.920
H  -1.445  -2.740  -1.048
H  0.116  -1.577  -1.184
H  -1.642  -1.328  0.948
H  -1.865  0.118  -0.079
H  1.071  -0.969  0.677
H  -0.547  1.801  0.674
H  1.478  2.822  0.847
H  1.855  1.637  -0.592
H  2.360  1.442  1.011

The following is a DFT calculation (ωB97M-V with the def2-TZVPD basis set) of a cluster of 2 separate species, C5H10BN in total.

Results
**Frontier orbital gap (spin up / spin down)**: 8.4 / 9.0 eV
**DFT total energy**: -7506.173 eV
**ΔE to the lowest compared entry with this formula, charge and spin**: 8.194 eV

Element x y z (Å)
B  1.605  0.410  0.362
C  0.689  1.349  -0.445
C  -2.395  0.019  0.324
C  -1.633  -0.817  -0.643
C  0.104  0.619  0.795
C  -1.009  -0.559  0.646
N  4.009  -0.605  -0.036
H  0.818  2.398  -0.562
H  0.400  0.913  -1.314
H  -2.386  1.110  0.311
H  -3.422  -0.500  0.703
H  -1.927  -1.824  -0.861
H  -1.270  -0.312  -1.675
H  -0.167  1.370  1.549
H  -0.857  -1.366  1.257
H  3.836  -1.413  0.528
H  3.604  -0.790  -0.937

The following is a DFT calculation (ωB97M-V with the def2-TZVPD basis set) of a cluster of 2 separate species, C5H10BNO in total.

Results
**Frontier orbital gap**: 8.5 eV
**DFT total energy**: -9560.551 eV
**ΔE to the lowest compared entry with this formula, charge and spin**: 1.803 eV
**SMILES string**: C1=CNCC1.CB=O

Element x y z (Å)
B  2.599  -0.853  -0.230
C  -1.268  1.000  -0.576
C  -0.882  -0.462  1.098
C  -1.788  -1.069  0.098
C  -0.715  0.955  0.663
C  2.687  0.659  -0.529
N  -1.725  -0.216  -1.050
O  2.581  -1.984  0.117
H  -1.267  1.978  -1.158
H  -1.120  -0.479  2.282
H  0.023  -1.101  1.177
H  -1.495  -2.030  -0.206
H  -2.746  -1.059  0.584
H  -0.151  1.716  1.033
H  3.354  1.225  0.105
H  1.602  0.883  -0.212
H  2.988  0.941  -1.580
H  -2.677  -0.104  -1.613

The following is a DFT calculation (ωB97M-V with the def2-TZVPD basis set) of a cluster of 2 separate species, C5H10BrF2P in total.

Results
**Frontier orbital gap**: 7.7 eV
**DFT total energy**: -90109.978 eV
**ΔE to the lowest compared entry with this formula, charge and spin**: 2.189 eV

Element x y z (Å)
C  -0.200  -1.559  1.546
C  -0.751  2.216  1.139
C  -0.111  -1.645  0.045
C  0.077  1.190  0.301
C  0.616  -0.219  -2.865
F  0.198  -1.237  -3.621
F  0.563  0.872  -3.640
P  -0.898  -0.060  -0.580
Br  2.541  -0.404  -2.310
H  -1.139  -1.863  2.004
H  0.308  -2.388  2.014
H  0.131  -0.748  2.105
H  -1.501  1.573  1.641
H  -0.158  2.805  1.943
H  -1.330  2.903  0.598
H  -0.694  -2.579  -0.409
H  0.858  -1.616  -0.506
H  0.874  0.814  0.886
H  0.617  1.945  -0.291

The following is a DFT calculation (ωB97M-V with the def2-TZVPD basis set) of a cluster of 3 separate species, C5H10BrNO4 in total.

Results
**Frontier orbital gap**: 9.9 eV
**DFT total energy**: -85065.358 eV
**ΔE to the lowest compared entry with this formula, charge and spin**: 4.045 eV
**SMILES string**: C/C(O)=C/[N+](=O)[O-].CC=O.Br

Element x y z (Å)
C  0.405  2.514  -0.445
C  0.601  -2.292  0.081
C  -0.810  -0.452  0.976
C  0.266  1.237  -1.106
C  -0.737  -1.559  0.268
N  -1.914  0.344  1.076
O  -1.716  1.389  1.710
O  -2.963  0.190  0.544
O  1.168  0.434  -1.240
O  -1.753  -2.065  -0.404
Br  3.730  -0.516  0.256
H  1.297  2.461  0.182
H  -0.422  2.788  0.219
H  0.429  3.178  -1.295
H  0.576  -3.336  -0.125
H  1.318  -2.080  0.914
H  0.853  -1.745  -0.870
H  -0.040  -0.039  1.627
H  -0.719  1.108  -1.314
H  3.014  0.052  -0.762
H  -2.581  -1.612  -0.294

The following is a DFT calculation (ωB97M-V with the def2-TZVPD basis set) of an isolated molecule of C5H10Cl2O2.

Results
**Frontier orbital gap**: 10.8 eV
**DFT total energy**: -34485.944 eV
**ΔE to the lowest compared entry with this formula, charge and spin**: 0.345 eV
**SMILES string**: CC(C)(O)[C@H](O)C(Cl)Cl

Element x y z (Å)
C  -0.969  1.384  -0.069
C  -1.533  -1.063  0.050
C  0.763  -0.475  0.523
C  2.065  0.101  -0.162
C  -0.506  -0.025  -0.336
O  0.590  -0.231  1.913
O  -0.108  -0.282  -1.693
Cl  3.085  -1.164  -0.702
Cl  3.009  1.011  1.077
H  -1.853  1.247  0.545
H  -0.296  2.188  0.252
H  -1.419  1.773  -1.061
H  -1.329  -2.010  -0.360
H  -1.610  -1.206  1.164
H  -2.500  -0.786  -0.322
H  0.955  -1.630  0.377
H  1.771  0.830  -1.027
H  0.889  0.646  2.100
H  -1.005  -0.304  -2.268

The following is a DFT calculation (ωB97M-V with the def2-TZVPD basis set) of a cluster of 2 separate species, C5H10Cl2Si in total.

Results
**Frontier orbital gap**: 10.4 eV
**DFT total energy**: -38270.097 eV
**ΔE to the lowest compared entry with this formula, charge and spin**: 3.306 eV
**SMILES string**: C[Si](C)(Cl)Cl.C=C=C

Element x y z (Å)
C  3.020  1.681  1.118
C  2.670  0.463  0.838
C  -0.522  -0.609  -1.109
C  -3.036  0.692  0.360
C  2.392  -0.766  0.426
Si  -1.182  0.167  0.510
Cl  -0.303  1.875  1.154
Cl  -0.989  -1.315  1.967
H  2.509  2.669  0.804
H  3.710  1.710  1.876
H  -1.126  -0.555  -1.995
H  0.477  -0.204  -1.246
H  -0.701  -1.726  -1.039
H  -3.617  1.225  1.017
H  -3.167  1.306  -0.544
H  -3.580  -0.364  0.090
H  1.538  -1.318  0.843
H  3.027  -1.011  -0.385

no.,maximum force (eV Å⁻¹)
1,1.3
2,0.2
3,4.3
4,3.6
5,4.7
6,5.3
7,3.3
8,4.0
9,3.7
10,5.2